{
  "formula": "C58H47O3P2SiTc",
  "method": "ωB97M-V/def2-TZVPD",
  "spin_multiplicity": 4,
  "e_tot_ha": -3517.1067,
  "max_force_ha_per_bohr": 0.0597,
  "homo_energy_ev": [-3.2, -4.4],
  "total_charge": -1,
  "symbols": ["Tc", "C", "Si", "C", "C", "C", "C", "C", "C", "P", "C", "C", "C", "C", "C", "C", "C", "C", "C", "C", "C", "C", "C", "C", "C", "C", "C", "C", "P", "C", "C", "C", "C", "C", "C", "C", "C", "C", "C", "C", "C", "H", "H", "H", "H", "H", "H", "H", "H", "H", "H", "H", "H", "H", "H", "H", "H", "H", "H", "H", "H", "H", "H", "H", "H", "H", "H", "H", "H", "H", "H", "H", "O", "C", "C", "O", "O", "C", "C", "C", "C", "C", "C", "C", "C", "C", "C", "C", "C", "H", "H", "H", "H", "H", "H", "H", "H", "H", "H", "H", "C", "C", "C", "C", "C", "C", "C", "H", "H", "H", "H", "H"],
  "positions_angstrom": [[-0.126, 0.531, 0.288], [0.098, 3.359, 2.578], [-0.901, 1.800, 2.136], [-1.099, 0.945, 3.811], [-0.774, 1.641, 4.966], [-0.940, 1.072, 6.243], [-1.445, -0.216, 6.370], [-1.741, -0.913, 5.201], [-1.573, -0.342, 3.968], [-2.122, -1.220, 2.412], [-2.290, -2.977, 2.951], [-3.575, -3.430, 3.249], [-3.789, -4.721, 3.642], [-2.712, -5.617, 3.655], [-1.412, -5.166, 3.360], [-1.208, -3.880, 2.887], [-0.594, -1.184, 1.492], [-0.624, -1.832, 0.182], [0.337, -2.581, -0.353], [1.525, -2.856, 0.397], [1.760, -2.211, 1.543], [0.860, -1.141, 2.051], [-2.600, 2.534, 1.589], [-3.336, 3.387, 2.432], [-4.499, 3.962, 1.981], [-4.917, 3.792, 0.649], [-4.248, 2.939, -0.172], [-3.112, 2.295, 0.288], [-2.127, 1.305, -0.838], [-1.873, 2.440, -2.229], [-0.840, 3.334, -2.178], [-0.623, 4.272, -3.187], [-1.383, 4.198, -4.341], [-2.366, 3.199, -4.476], [-2.614, 2.354, -3.410], [-3.266, 0.104, -1.478], [-4.439, -0.267, -0.869], [-5.157, -1.396, -1.211], [-4.623, -2.198, -2.201], [-3.502, -1.750, -2.883], [-2.784, -0.649, -2.555], [-0.496, 4.147, 3.139], [0.483, 3.825, 1.665], [0.997, 3.072, 3.155], [-0.383, 2.696, 5.004], [-0.717, 1.631, 7.102], [-1.554, -0.749, 7.306], [-2.077, -1.930, 5.301], [-4.421, -2.787, 3.218], [-4.765, -5.101, 3.910], [-2.842, -6.610, 4.053], [-0.582, -5.851, 3.489], [-0.235, -3.442, 2.661], [-1.592, -1.780, -0.377], [0.200, -3.019, -1.327], [2.205, -3.622, 0.011], [2.704, -2.333, 2.059], [0.817, -1.176, 3.146], [-3.008, 3.524, 3.443], [-5.032, 4.632, 2.616], [-5.783, 4.316, 0.267], [-4.637, 2.825, -1.196], [-0.332, 3.392, -1.200], [0.178, 4.960, -3.051], [-1.182, 4.888, -5.161], [-2.868, 3.146, -5.424], [-3.426, 1.667, -3.377], [-4.779, 0.354, -0.071], [-6.054, -1.683, -0.687], [-5.085, -3.174, -2.459], [-3.076, -2.356, -3.683], [-1.785, -0.477, -3.055], [3.500, -0.209, -1.183], [2.827, -0.496, -2.390], [1.321, -0.020, -2.312], [0.545, -0.542, -3.101], [1.120, 0.896, -1.461], [2.918, -2.017, -2.698], [2.203, -2.793, -3.593], [2.521, -4.138, -3.793], [3.617, -4.752, -3.190], [4.403, -3.981, -2.358], [4.070, -2.658, -2.159], [3.452, 0.429, -3.410], [3.527, 1.769, -3.070], [3.870, 2.725, -4.008], [4.207, 2.374, -5.337], [4.237, 0.996, -5.609], [3.806, 0.034, -4.677], [2.829, 0.027, -0.542], [1.264, -2.399, -4.026], [1.929, -4.644, -4.541], [3.894, -5.778, -3.363], [5.312, -4.364, -1.951], [4.749, -2.038, -1.500], [3.319, 2.010, -2.098], [3.767, 3.798, -3.721], [4.455, 3.115, -6.069], [4.419, 0.665, -6.622], [3.774, -1.030, -4.951], [1.438, 0.204, 1.490], [2.753, 0.751, 1.822], [3.677, 0.287, 2.839], [4.856, 0.936, 3.109], [5.269, 2.085, 2.440], [4.437, 2.556, 1.433], [3.240, 1.927, 1.100], [3.351, -0.565, 3.441], [5.437, 0.554, 3.925], [6.213, 2.593, 2.551], [4.639, 3.424, 0.828], [2.615, 2.366, 0.338]],
  "forces_ev_per_angstrom": [[1.061, -0.820, 0.102], [-0.079, 0.584, 0.352], [0.027, 0.649, -0.270], [0.172, 1.197, -0.053], [0.366, 1.004, 1.585], [-0.542, -0.782, -1.163], [0.358, 0.017, -0.707], [0.050, -0.240, 0.996], [-0.678, -1.120, -1.337], [-0.252, 0.157, 0.481], [0.271, 0.004, -0.820], [0.537, 0.165, 0.218], [0.674, -1.668, -0.180], [0.521, 0.874, 0.625], [-0.517, -0.552, -0.375], [-0.704, 1.100, 1.138], [1.298, 0.568, -0.863], [-2.989, 0.601, -0.355], [0.804, -0.464, -0.208], [0.591, -0.772, -0.288], [0.297, 0.048, 0.022], [0.090, 0.800, 0.626], [-0.418, -0.161, -0.277], [0.025, -0.921, -0.729], [0.013, 0.412, -0.833], [-0.531, 0.417, 1.125], [-0.329, 0.023, -0.880], [0.752, 0.381, 1.049], [0.222, 0.432, 0.212], [-0.264, -0.590, -1.049], [0.283, 1.060, 1.370], [-0.310, -1.049, 0.262], [0.027, -0.325, -0.237], [0.843, 0.828, 0.344], [-0.042, 0.433, 0.377], [0.494, -0.458, -0.843], [-0.363, 0.567, 0.551], [0.395, -0.518, -0.315], [-0.796, -0.577, -0.329], [0.431, -1.816, -1.298], [1.040, 0.513, 0.211], [0.660, -0.914, -0.544], [-0.131, 0.053, -0.003], [-0.394, 0.155, -0.109], [-0.434, -1.251, -0.568], [0.391, 0.751, 1.029], [-0.013, 0.322, 0.209], [-0.182, -0.282, -0.140], [-0.421, 0.800, -0.082], [-0.149, 0.185, -0.021], [-0.074, -0.240, -0.125], [0.017, -0.004, -0.188], [-0.076, -0.580, -0.078], [0.700, -0.075, 0.492], [0.016, -0.052, -0.211], [-0.033, 0.469, 0.130], [-0.027, -0.230, 0.141], [0.158, 0.188, 0.102], [0.133, 0.217, 0.440], [-0.442, 0.341, 0.393], [-0.103, 0.062, 0.144], [0.458, -0.168, 0.409], [0.297, 0.091, -0.748], [0.367, 0.624, -0.133], [-0.117, -0.180, 0.144], [-0.469, -0.224, -0.089], [-0.486, -0.484, -0.627], [-0.304, 0.226, 0.562], [-0.090, 0.050, 0.150], [0.327, 0.839, 0.111], [-0.296, -0.126, 0.100], [-1.197, 0.109, 0.674], [0.177, -0.356, -0.212], [-0.591, -0.407, 0.349], [0.829, -0.914, -0.662], [-0.577, 0.380, 0.065], [-0.439, 0.560, 0.691], [2.324, -0.048, 0.179], [-1.502, 0.130, 0.220], [0.279, -0.045, -0.399], [-0.516, 0.323, -0.237], [-0.387, 0.554, -0.435], [0.531, 1.690, 1.231], [-0.257, -0.532, -0.458], [0.765, -0.153, -2.217], [-0.179, 1.053, -0.539], [-0.215, -1.445, 1.744], [-0.708, 0.368, -0.264], [0.545, 0.060, -0.792], [-0.371, 0.151, 0.586], [0.917, -0.161, 0.061], [-0.105, -0.383, 0.126], [-0.177, -0.242, -0.223], [0.410, -0.271, 0.394], [-0.981, -0.773, -0.846], [-0.637, 0.844, 2.230], [0.360, -0.902, -0.249], [0.063, 0.189, -0.291], [0.309, -0.036, -0.080], [-0.037, 0.572, 0.045], [0.794, -0.407, 0.376], [0.694, 0.803, -0.350], [-1.916, -0.019, -0.875], [0.290, 0.154, 0.391], [-0.362, -0.005, -0.844], [-1.168, -0.388, -0.604], [-0.398, -1.091, 1.460], [0.324, 0.205, -0.108], [0.429, -0.168, 0.257], [0.173, -0.175, 0.570], [0.537, 0.275, 0.103], [-0.143, -0.070, -0.196]],
  "lowdin_charge": [1.046, -0.223, 0.554, -0.292, -0.096, -0.090, -0.085, -0.102, -0.374, 1.080, -0.362, -0.133, -0.106, -0.093, -0.082, -0.055, -0.590, -0.243, -0.083, -0.093, -0.075, -0.346, -0.249, -0.095, -0.084, -0.091, -0.119, -0.375, 0.974, -0.340, -0.098, -0.073, -0.088, -0.071, -0.084, -0.390, -0.095, -0.080, -0.090, -0.108, -0.119, 0.041, 0.009, 0.028, 0.106, 0.075, 0.095, 0.092, 0.087, 0.095, 0.087, 0.097, 0.095, 0.102, 0.107, 0.107, 0.104, 0.127, 0.093, 0.088, 0.097, 0.120, 0.104, 0.092, 0.098, 0.092, 0.086, 0.092, 0.099, 0.110, 0.108, 0.122, -0.004, -0.310, -0.571, 0.038, -0.160, -0.123, -0.060, -0.091, -0.104, -0.108, -0.031, -0.136, -0.020, -0.071, -0.089, -0.087, -0.012, 0.045, 0.115, 0.091, 0.089, 0.089, 0.136, 0.078, 0.107, 0.081, 0.087, 0.118, -0.226, -0.219, -0.046, -0.123, -0.112, -0.108, -0.058, 0.100, 0.087, 0.087, 0.092, 0.089]
}